Record 1
This record from the Open Molecules 2025 dataset describes a molecular structure, C36H22BrCl5N3O4Ru. The level of theory is wB97M-V/def2-TZVPD.

Summary:
Total charge = -2
Relative energy (zero: lowest compared OMol25 entry of this formula, charge and spin) = 18.7707 eV
Calculated total energy = -185566.6473 eV
<S²> = 8.8177
HOMO level (alpha / beta) = -0.791 / -1.653 eV
Spin multiplicity = 6
Maximum force = 7.4 eV Å⁻¹

Last column: Löwdin charge in e.
Element x y z (Å)
1 Ru 0.42376 0.23091 -0.56436  1.205
2 C 2.68481 1.60676 -1.43660  -0.370
3 C 2.20983 -0.17024 -2.92342  -0.224
4 O 0.12650 0.90151 -2.94612  -0.463
5 C 2.64457 -1.42874 -3.09513  -0.083
6 C 1.79226 -2.29113 -2.36519  -0.268
7 C 1.75425 -3.76811 -2.57006  -0.086
8 N 0.71337 -1.68940 -1.55944  -0.079
9 N -0.39149 -2.41959 -1.50188  0.062
10 C -1.49939 -1.63987 -1.34398  -0.464
11 O -1.50213 -0.40170 -1.58795  -0.132
12 C -2.74897 -2.35777 -0.97449  -0.138
13 C -3.94186 -1.64932 -0.88101  -0.030
14 C -5.09473 -2.27752 -0.43462  -0.088
15 C -5.07236 -3.62401 -0.09606  -0.115
16 C -3.88662 -4.34071 -0.21088  -0.101
17 C -2.73084 -3.71221 -0.64616  -0.035
18 H 1.02736 2.24292 -1.92130  -0.016
19 H 1.90683 2.04020 -3.41576  0.072
20 H 3.07634 2.62660 -1.30753  0.123
21 H 3.38018 -1.78637 -3.80248  0.095
22 H 2.60484 -4.08322 -3.17646  0.062
23 H 0.82126 -4.05335 -3.06417  0.066
24 H 1.77654 -4.30366 -1.61530  0.068
25 H -3.93962 -0.60037 -1.14669  0.089
26 H -6.01335 -1.70976 -0.34399  0.095
27 H -5.96970 -4.11087 0.26858  0.086
28 H -3.86315 -5.39328 0.04760  0.089
29 H -1.79307 -4.24619 -0.71649  0.103
30 Br -2.76115 1.64854 0.34421  0.902
31 C -2.83640 0.27957 1.65865  -0.565
32 C -3.97114 0.34775 2.42459  -0.185
33 C -4.28959 -0.65907 3.35283  -0.116
34 C -3.46249 -1.73397 3.44653  -0.072
35 C -2.27182 -1.81557 2.68110  -0.177
36 C -1.49226 -2.98582 2.81952  -0.077
37 C -0.32117 -3.08973 2.13531  -0.107
38 C 0.11535 -2.01571 1.34352  -0.240
39 C -0.59396 -0.85476 1.08842  -0.170
40 C -1.86591 -0.77323 1.77570  -0.182
41 H -4.64466 1.18108 2.27958  0.071
42 H -5.19005 -0.58267 3.95117  0.087
43 H -3.69895 -2.56060 4.10896  0.096
44 H -1.85526 -3.78218 3.46116  0.095
45 H 0.29136 -3.98284 2.20925  0.096
46 H 1.09125 -2.13603 0.88746  0.066
47 O 1.27381 2.49031 1.99114  0.042
48 C 0.83218 2.93940 0.95070  -0.459
49 N 0.06777 2.28676 0.01344  -0.059
50 C -0.18624 3.17521 -1.06275  -0.537
51 O -0.94590 3.02612 -1.99633  0.022
52 C 0.52812 4.47615 -0.77279  -0.096
53 C 0.69145 5.61164 -1.53668  -0.014
54 C 1.44070 6.65422 -0.99062  -0.102
55 C 1.99032 6.54295 0.28483  -0.102
56 C 1.82582 5.37729 1.03301  -0.017
57 C 1.08820 4.35413 0.47578  -0.091
58 H 0.26674 5.66602 -2.53165  0.112
59 H 1.60848 7.55735 -1.56616  0.087
60 H 2.56627 7.36781 0.68841  0.087
61 H 2.26276 5.26511 2.01798  0.111
62 Cl 1.92074 -0.47348 3.09151  0.713
63 C 2.91493 -0.10338 1.71522  -0.659
64 C 2.37285 0.29883 0.49763  -0.123
65 C 3.36176 0.84102 -0.41992  -0.314
66 Cl 1.48819 1.10734 -2.36832  0.555
67 C 4.71989 0.78875 -0.21137  -0.639
68 Cl 5.79213 1.42177 -1.43000  0.647
69 C 5.21304 0.21158 0.95574  -0.717
70 Cl 6.92417 0.02578 1.18370  0.604
71 C 4.30980 -0.17998 1.92502  -0.695
72 Cl 4.93346 -0.80493 3.42582  0.602


Record 2
This record from the Open Molecules 2025 dataset describes 2 unconnected molecules or ions with the total composition C4H11NO2. The level of theory is wB97M-V/def2-TZVPD.

Summary:
Total charge = 0
Structure (SMILES) = CCNC(C)=O.O
Relative energy (zero: lowest compared OMol25 entry of this formula, charge and spin) = 0.6132 eV
Calculated total energy = -9911.6287 eV
HOMO level = -9.623 eV
Maximum force = 2.0 eV Å⁻¹

Last column: Löwdin charge in e.
Element x y z (Å)
1 C 1.26087 -1.21302 -1.63627  0.002
2 C -0.01768 -0.49728 -1.21385  -0.536
3 N 0.05660 0.30525 -0.12275  0.047
4 C 1.04225 0.11367 0.94756  -0.254
5 C 0.75388 1.01151 2.10218  -0.091
6 O -0.96960 -0.45151 -1.97543  0.032
7 H 2.01646 -0.41567 -1.65949  0.087
8 H 1.08206 -1.60670 -2.62567  0.081
9 H 1.65235 -1.90947 -0.89854  0.075
10 H -0.54287 1.11165 -0.05754  0.139
11 H 1.08492 -0.95878 1.15718  0.116
12 H 2.02922 0.32691 0.53322  0.107
13 H -0.26140 1.39887 2.22811  0.082
14 H 0.93614 0.47881 3.04370  0.078
15 H 1.42808 1.85701 2.18110  0.072
16 H -3.11179 0.27917 -0.88024  0.004
17 H -4.55981 -0.12261 -0.83303  0.032
18 O -3.87968 0.29218 -0.29025  -0.074


Record 3
This record from the Open Molecules 2025 dataset describes a molecular structure, C24H16CdClF9N4O5. The level of theory is wB97M-V/def2-TZVPD.

Summary:
Total charge = -2
Relative energy (zero: lowest compared OMol25 entry of this formula, charge and spin) = 0.3109 eV
Calculated total energy = -82895.3809 eV
HOMO level = -2.130 eV
Maximum force = 0.4 eV Å⁻¹

Last column: Löwdin charge in e.
Element x y z (Å)
1 Cd -0.47624 0.29806 0.02253  1.455
2 Cl -0.39178 1.24342 7.32660  0.560
3 C -0.39697 1.57788 5.60071  -0.684
4 C -1.32694 2.50064 5.08443  -0.130
5 C -1.34369 2.78449 3.75178  -0.016
6 C -0.43401 2.17074 2.81219  -0.397
7 O -0.47627 2.45650 1.59005  -0.111
8 C 0.50468 1.23091 3.38746  -0.149
9 C 1.50340 0.57723 2.61331  -0.109
10 N 1.67366 0.73062 1.34173  0.043
11 C 2.81121 0.26966 0.70898  -0.205
12 C 4.00092 -0.09063 1.30809  -0.031
13 C 5.11414 -0.49669 0.54626  -0.104
14 C 5.07149 -0.51956 -0.81826  -0.071
15 C 3.88658 -0.11731 -1.48221  -0.163
16 C 3.76489 -0.08492 -2.88928  -0.027
17 C 2.59559 0.32168 -3.45948  -0.056
18 C 1.52623 0.69037 -2.61815  -0.145
19 N 1.61092 0.68269 -1.31605  0.062
20 C 2.76202 0.27911 -0.72844  -0.152
21 C 0.48400 0.95441 4.76960  -0.084
22 H -2.03403 2.97081 5.75762  0.091
23 H -2.07083 3.47361 3.34008  0.104
24 H 2.16868 -0.08344 3.18471  0.117
25 H 4.09333 -0.05059 2.38538  0.094
26 H 6.02210 -0.78833 1.06205  0.092
27 H 5.92883 -0.83078 -1.40397  0.097
28 H 4.60644 -0.39645 -3.49893  0.107
29 H 2.46201 0.33342 -4.53257  0.099
30 H 0.56550 0.96924 -3.03529  0.097
31 H 1.18366 0.22849 5.16877  0.105
32 N -1.45407 2.32043 -1.11866  -0.049
33 C -2.90067 2.11945 -1.27493  -0.207
34 C -3.51459 1.13384 -0.26558  -0.622
35 O -4.75917 1.16545 -0.14914  -0.072
36 N -2.65269 0.35992 0.34671  -0.071
37 C -3.13629 -0.58234 1.32811  -0.180
38 C -2.01253 -1.34803 2.05866  -0.699
39 O -2.36920 -2.12913 2.94822  -0.047
40 O -0.79860 -1.09802 1.74130  -0.171
41 H -1.25566 2.79078 -0.23688  0.028
42 H -1.08107 2.87915 -1.87514  0.061
43 H -3.09289 1.71892 -2.27319  0.094
44 H -3.47332 3.04795 -1.17823  0.097
45 H -3.79229 -1.33747 0.87854  0.111
46 H -3.74122 -0.08469 2.09421  0.115
47 F -2.37458 -4.05373 -2.33962  0.127
48 C -1.44811 -3.33551 -1.65421  -0.538
49 F -2.01608 -2.92308 -0.53215  0.182
50 F -0.46832 -4.20014 -1.32445  0.148
51 C -0.86213 -2.13043 -2.47078  -0.384
52 O -0.18808 -1.29630 -1.71071  -0.178
53 C -2.05540 -1.42108 -3.21070  -0.534
54 F -3.10896 -1.26303 -2.41121  0.172
55 F -2.48860 -2.07956 -4.31573  0.125
56 F -1.68421 -0.19716 -3.62817  0.128
57 C 0.09458 -2.71135 -3.57815  -0.531
58 F 1.29040 -3.02438 -3.07176  0.151
59 F -0.36280 -3.81550 -4.21087  0.129
60 F 0.31700 -1.79023 -4.54522  0.126


Record 4
This record from the Open Molecules 2025 dataset describes C5H9N3O3 in the gas phase. The level of theory is wB97M-V/def2-TZVPD.

Summary:
Total charge = 0
Relative energy (zero: lowest compared OMol25 entry of this formula, charge and spin) = 2.2218 eV
Calculated total energy = -15935.4450 eV
<S²> = 2.0138
HOMO level (alpha / beta) = -6.903 / -10.045 eV
Spin multiplicity = 3
Maximum force = 4.5 eV Å⁻¹

Last column: Löwdin charge in e.
Element x y z (Å)
1 C 1.29219 0.25098 -0.42302  -0.078
2 C -0.08889 0.02581 -0.31141  -0.211
3 C -0.53177 -2.36080 -0.11895  0.084
4 C -2.23210 -0.74004 0.08001  -0.064
5 C -0.81638 2.10885 0.37849  -0.110
6 N 2.26630 -0.46720 0.04221  0.120
7 N -0.85067 -1.05227 -0.10246  -0.116
8 N 3.52866 0.00403 -0.04875  -0.477
9 O 3.75811 1.19296 -0.23748  0.028
10 O 4.39147 -0.83046 0.12023  0.057
11 O -0.83899 1.18632 -0.62373  -0.144
12 H 1.49188 1.28799 -0.82997  0.153
13 H 0.41202 -2.66126 -0.45637  0.058
14 H -1.12310 -3.11333 0.29046  0.057
15 H -2.94725 -1.56859 -0.12289  0.104
16 H -2.61784 -0.37832 1.06277  0.101
17 H -2.64768 0.08313 -0.56904  0.117
18 H -1.63051 1.87213 1.15471  0.115
19 H -0.99598 3.07286 -0.13108  0.110
20 H 0.18054 2.08724 0.84626  0.097


Record 5
This record from the Open Molecules 2025 dataset describes a molecular structure, C9H18NO8PPd. The level of theory is wB97M-V/def2-TZVPD.

Summary:
Total charge = -2
Relative energy (zero: lowest compared OMol25 entry of this formula, charge and spin) = 0.0000 eV
Calculated total energy = -40266.7663 eV
HOMO level = -1.112 eV
Maximum force = 0.2 eV Å⁻¹

Last column: Löwdin charge in e.
Element x y z (Å)
1 Pd -0.00627 -0.27714 0.54302  0.432
2 O -2.30859 0.34325 -1.53183  -0.132
3 C -1.34636 0.39480 -2.56837  -0.275
4 C -0.46351 -0.84254 -2.63041  -0.199
5 N 0.65723 -0.84633 -1.69013  -0.222
6 C 1.13331 -2.22807 -1.54711  -0.134
7 C 0.17926 -3.11998 -0.72766  -0.715
8 O 0.17330 -4.33444 -0.99529  -0.069
9 O -0.47619 -2.52917 0.17517  -0.136
10 C 1.73886 0.01072 -2.18335  -0.140
11 C 2.96387 0.22504 -1.25041  -0.722
12 O 3.90119 0.83758 -1.80847  -0.095
13 O 2.89504 -0.20841 -0.08153  -0.085
14 H -1.82340 0.09852 -0.70729  0.011
15 H -0.73426 1.30131 -2.48093  0.098
16 H -1.91312 0.46765 -3.50192  0.104
17 H -0.08283 -0.97515 -3.66029  0.115
18 H -1.10351 -1.69828 -2.40258  0.126
19 H 2.08322 -2.19664 -1.01342  0.114
20 H 1.29484 -2.68450 -2.53545  0.115
21 H 1.34582 1.01045 -2.37501  0.104
22 H 2.11818 -0.37765 -3.14333  0.112
23 C -1.99303 2.89053 0.91981  -0.180
24 O -0.96474 2.68765 1.87046  -0.340
25 P -0.46945 1.12649 2.04773  0.610
26 O -1.70106 0.74655 3.09992  -0.350
27 C -1.94869 -0.63009 3.33016  -0.185
28 O 0.69615 1.49674 3.13273  -0.337
29 C 1.99754 0.94885 2.90705  -0.162
30 H -2.09744 3.96786 0.77551  0.069
31 H -2.94777 2.49257 1.28038  0.075
32 H -1.75956 2.40526 -0.03211  0.048
33 H -3.01570 -0.74453 3.53660  0.066
34 H -1.38090 -0.98076 4.19854  0.070
35 H -1.67392 -1.23400 2.45861  0.041
36 H 2.13115 0.05426 3.51986  0.072
37 H 2.72692 1.70276 3.21321  0.070
38 H 2.17443 0.69882 1.85811  0.025